Formula: C21H32N4O3
Source: the Open Molecules 2025 dataset
Level of theory: ωB97M-V with the def2-TZVPD basis set

Positions of all 60 atoms, in Å:
C -7.054 0.290 -2.906
C -5.556 0.559 -2.930
C -4.763 -0.458 -2.122
C -3.264 -0.197 -2.135
C -2.494 -1.223 -1.321
C -1.006 -1.051 -1.293
C -0.338 -0.003 -1.747
C 1.153 0.105 -1.687
C 1.604 1.471 -1.188
O 0.822 2.400 -1.097
N 2.927 1.618 -0.892
C 3.386 2.937 -0.463
C 4.574 2.845 0.479
C 4.285 2.025 1.707
C 5.263 1.049 2.247
C 3.981 0.525 1.633
C 2.972 0.159 2.687
O 3.035 0.633 3.810
N 1.968 -0.705 2.373
C 0.999 -1.045 3.390
C -0.198 -1.689 2.793
N -1.436 -1.535 3.108
C -2.068 -2.445 2.277
C -3.536 -2.652 2.267
N -1.265 -3.091 1.491
O -0.003 -2.585 1.827
C 4.048 -0.259 0.331
C 3.899 0.548 -0.971
H -7.606 1.026 -3.492
H -7.280 -0.698 -3.315
H -7.440 0.320 -1.885
H -5.196 0.554 -3.964
H -5.354 1.562 -2.542
H -5.124 -0.454 -1.086
H -4.963 -1.463 -2.509
H -2.900 -0.202 -3.167
H -3.070 0.807 -1.743
H -2.858 -1.220 -0.288
H -2.723 -2.229 -1.694
H -0.455 -1.865 -0.825
H -0.853 0.838 -2.195
H 1.559 -0.694 -1.062
H 1.589 -0.037 -2.684
H 3.641 3.547 -1.337
H 2.546 3.422 0.028
H 5.459 2.463 -0.034
H 4.834 3.858 0.792
H 3.679 2.517 2.455
H 6.153 0.876 1.655
H 5.363 0.956 3.317
H 1.906 -1.160 1.482
H 1.429 -1.732 4.127
H 0.692 -0.150 3.923
H -3.800 -3.448 1.575
H -3.881 -2.902 3.269
H -4.034 -1.730 1.963
H 4.983 -0.823 0.282
H 3.270 -1.021 0.319
H 3.642 -0.133 -1.782
H 4.855 0.985 -1.254

Atoms 1-3, force components in eV/Å:
0.0 0.0 0.0
0.0 0.0 0.0
0.0 0.0 0.0

Output
energy relative to the best compared isomer or geometry (same formula, charge and spin)	326.0	kJ/mol
orbital gap	0.36013	hartree
LUMO level	0.651	eV
highest occupied orbital energy	-9.15	eV


Formula: C3H7NO
Source: the Open Molecules 2025 dataset
Level of theory: ωB97M-V with the def2-TZVPD basis set

Positions of all 12 atoms, in Å:
C -1.744 0.502 -0.336
N -0.700 -0.481 0.296
C 0.546 -0.270 -0.462
O 0.622 -0.771 -1.547
C 1.637 0.477 0.252
H -0.905 -1.490 0.275
H -1.945 -0.007 -1.294
H -2.631 0.261 0.281
H -0.598 -0.190 1.267
H 1.504 1.560 0.148
H 2.589 0.182 -0.201
H 1.625 0.228 1.321

Atoms 1-3, force components in eV/Å:
-0.3 -0.5 0.0
0.1 -0.2 0.2
0.2 -0.2 -0.4

Output
energy relative to the best compared isomer or geometry (same formula, charge and spin)	366.4	kJ/mol
orbital gap	0.28092	hartree
LUMO level	0.428	eV
highest occupied orbital energy	-7.22	eV


Formula: C65H146AsF6N8O8
Source: the Open Molecules 2025 dataset
Level of theory: ωB97M-V with the def2-TZVPD basis set

Positions of all 234 atoms, in Å:
As -0.094 -0.278 0.558
F -1.057 1.190 0.681
F -1.518 -1.329 0.275
F 0.906 -1.686 0.474
F 1.330 0.713 0.953
F -0.308 -0.648 2.301
F 0.091 -0.011 -1.230
C 5.609 -5.788 0.982
C 4.548 -5.618 -0.251
C 3.892 -4.284 -0.123
C 2.965 -3.852 -1.303
C 3.932 -3.824 -2.539
C 4.577 -5.145 -2.928
N 5.268 -5.708 -1.602
O 6.267 -6.676 -1.796
C 5.778 -4.800 -3.831
C 3.517 -6.068 -3.581
C 3.440 -6.665 -0.029
H 6.204 -4.902 1.203
H 6.262 -6.638 0.788
H 5.099 -5.982 1.925
H 4.646 -3.512 0.028
H 3.259 -4.346 0.762
H 2.452 -2.894 -1.220
H 2.161 -4.532 -1.585
H 4.789 -3.203 -2.277
H 3.476 -3.415 -3.440
H 6.037 -5.530 -4.598
H 6.685 -4.786 -3.227
H 5.635 -3.788 -4.209
H 3.705 -7.123 -3.778
H 3.340 -5.671 -4.580
H 2.552 -5.995 -3.078
H 3.610 -7.672 -0.409
H 2.532 -6.497 -0.609
H 3.205 -6.812 1.025
C 0.850 -3.702 -7.301
C 0.075 -2.720 -6.422
C 0.906 -2.509 -5.154
C 0.508 -1.361 -4.196
C -0.278 -0.200 -4.820
C 0.071 0.056 -6.376
N -0.018 -1.342 -7.071
O -0.050 -1.261 -8.422
C 1.511 0.640 -6.539
C -0.994 1.017 -7.006
C -1.341 -3.290 -6.098
H 1.743 -3.316 -7.793
H 0.250 -4.180 -8.076
H 1.139 -4.598 -6.751
H 1.955 -2.298 -5.361
H 0.890 -3.486 -4.671
H 1.285 -1.058 -3.493
H -0.230 -1.763 -3.502
H -0.189 0.743 -4.280
H -1.350 -0.304 -4.654
H 2.275 -0.083 -6.254
H 1.690 1.442 -5.822
H 1.808 1.030 -7.512
H -0.694 1.185 -8.040
H -0.848 1.959 -6.478
H -2.024 0.663 -6.985
H -1.539 -3.333 -5.027
H -1.503 -4.319 -6.418
H -2.122 -2.685 -6.559
C 5.196 -0.011 -0.853
C 5.296 0.891 -2.087
C 4.045 0.548 -3.018
C 2.643 1.133 -2.668
C 2.832 2.653 -2.584
C 3.895 3.177 -1.602
N 5.201 2.315 -1.553
O 6.317 2.819 -0.877
C 3.273 2.961 -0.210
C 4.307 4.599 -1.903
C 6.634 0.562 -2.769
H 5.420 -1.017 -1.208
H 4.205 -0.079 -0.403
H 5.950 0.153 -0.084
H 3.827 -0.502 -3.213
H 4.349 0.996 -3.963
H 2.211 0.733 -1.751
H 2.024 0.969 -3.550
H 1.921 3.239 -2.467
H 3.185 2.936 -3.575
H 3.114 1.915 0.051
H 2.461 3.655 0.011
H 3.887 3.251 0.643
H 4.782 4.487 -2.878
H 5.091 4.882 -1.201
H 3.617 5.440 -1.959
H 7.059 1.334 -3.411
H 6.644 -0.361 -3.349
H 7.368 0.480 -1.967
C -4.400 2.131 3.158
C -3.931 1.110 4.256
C -2.503 0.591 3.850
C -1.538 0.062 4.954
C -1.493 1.078 6.027
C -2.921 1.483 6.659
N -3.796 1.903 5.543
O -4.854 2.691 5.829
C -2.719 2.700 7.649
C -3.487 0.213 7.290
C -4.856 -0.118 4.273
H -5.470 2.337 3.203
H -4.316 1.704 2.159
H -3.853 3.073 3.164
H -1.889 1.339 3.348
H -2.331 -0.112 3.034
H -0.525 0.022 4.554
H -1.774 -0.975 5.193
H -1.028 2.018 5.731
H -0.842 0.841 6.869
H -3.689 2.994 8.049
H -2.282 3.516 7.073
H -2.110 2.352 8.484
H -2.852 -0.127 8.109
H -3.707 -0.668 6.688
H -4.368 0.584 7.814
H -5.776 0.126 4.803
H -4.547 -1.042 4.763
H -5.309 -0.441 3.335
C -3.956 1.829 -5.285
C -5.175 1.508 -4.276
N -4.985 0.208 -3.447
C -3.901 0.505 -2.443
C -6.220 0.068 -2.497
C -7.607 0.435 -3.118
C -4.818 -1.082 -4.256
C -4.254 -2.343 -3.633
O -3.017 -2.031 -3.069
C -2.683 -3.036 -2.093
H -3.952 1.181 -6.161
H -3.010 1.779 -4.746
H -4.010 2.855 -5.649
H -6.040 1.294 -4.903
H -5.259 2.326 -3.560
H -4.107 -0.192 -1.630
H -3.949 1.532 -2.082
H -2.897 0.340 -2.836
H -6.175 0.729 -1.631
H -6.168 -0.997 -2.269
H -7.738 1.492 -2.889
H -8.506 0.020 -2.663
H -7.717 0.171 -4.170
H -4.284 -0.816 -5.168
H -5.816 -1.394 -4.564
H -4.230 -3.066 -4.448
H -4.878 -2.685 -2.807
H -3.527 -3.474 -1.561
H -1.828 -2.777 -1.469
H -2.372 -3.886 -2.700
C 4.091 3.763 6.017
C 3.023 3.451 5.034
N 2.407 4.728 4.280
C 3.576 5.684 3.862
C 1.727 4.252 2.968
C 0.855 2.970 3.165
C 1.311 5.375 5.247
C 1.128 6.969 5.074
O 2.379 7.670 5.404
C 2.702 7.609 6.781
H 4.960 4.234 5.557
H 4.395 2.852 6.532
H 3.771 4.404 6.838
H 2.150 2.962 5.467
H 3.484 2.922 4.200
H 4.106 6.010 4.757
H 3.261 6.479 3.186
H 4.304 5.013 3.407
H 2.451 4.184 2.156
H 1.242 5.152 2.591
H 0.129 3.029 3.976
H 1.337 1.993 3.173
H 0.188 2.705 2.344
H 1.488 5.001 6.256
H 0.402 4.871 4.918
H 0.405 7.387 5.776
H 0.761 7.262 4.091
H 2.971 6.579 7.016
H 1.806 7.964 7.290
H 3.415 8.315 7.208
C -1.237 -6.458 5.262
C -0.544 -5.199 4.817
N -0.881 -4.712 3.387
C 0.078 -3.475 3.104
C -0.861 -5.842 2.291
C 0.567 -6.470 2.275
C -2.354 -4.172 3.484
C -2.720 -3.331 2.240
O -3.996 -2.753 2.432
C -4.610 -2.016 1.357
H -1.172 -6.416 6.349
H -0.704 -7.362 4.967
H -2.278 -6.538 4.950
H 0.544 -5.205 4.879
H -0.849 -4.321 5.386
H -0.314 -2.697 3.759
H -0.172 -3.195 2.081
H 1.139 -3.714 3.178
H -1.071 -5.390 1.322
H -1.666 -6.547 2.496
H 1.381 -5.762 2.116
H 0.640 -7.190 1.460
H 0.772 -6.991 3.210
H -2.282 -3.509 4.347
H -3.051 -5.002 3.591
H -2.720 -4.016 1.391
H -2.112 -2.427 2.232
H -3.944 -1.197 1.086
H -5.665 -1.777 1.494
H -4.531 -2.714 0.523
C -2.661 3.949 0.464
N -1.965 5.040 -0.450
C -1.537 6.255 0.473
C -0.573 4.493 -0.656
C -2.767 5.444 -1.755
C -3.444 4.375 -2.562
O -2.615 3.336 -2.971
H -3.681 4.253 0.702
H -2.025 3.861 1.345
H -2.596 3.029 -0.116
H -2.447 6.593 0.971
H -1.162 7.069 -0.146
H -0.852 5.944 1.262
H -0.014 4.354 0.269
H -0.009 5.237 -1.219
H -0.504 3.509 -1.120
H -2.104 6.000 -2.418
H -3.542 6.078 -1.323
H -3.956 4.985 -3.306
H -4.285 3.976 -1.995
H -1.946 3.640 -3.588

Atoms 1-3, force components in eV/Å:
-0.2 -0.5 0.0
0.1 -0.7 -0.1
1.0 1.4 -0.1

Output
net charge	+7
orbital gap	0.18463	hartree
LUMO level	-16.323	eV
highest occupied orbital energy	-21.35	eV


Formula: C4H8NO3
Source: the Open Molecules 2025 dataset
Level of theory: ωB97M-V with the def2-TZVPD basis set

Positions of all 16 atoms, in Å:
C 1.279 -2.374 0.942
C 0.129 -2.687 -0.094
O -0.407 -3.794 0.167
O -0.209 -1.719 -0.781
H 2.219 -2.348 0.586
H 1.413 -3.218 1.680
H 1.080 -1.436 1.667
C -0.839 2.684 -1.394
C -0.296 2.075 -0.086
O 0.327 2.861 0.663
N -0.588 0.830 0.446
H -0.079 2.331 -2.136
H -0.780 3.816 -1.257
H -0.103 0.447 1.226
H -1.191 0.069 -0.065
H -1.956 2.461 -1.564

Atoms 1-3, force components in eV/Å:
-2.7 0.1 3.9
0.1 -0.5 3.4
-0.1 0.4 -1.4

Output
net charge	-1
energy relative to the best compared isomer or geometry (same formula, charge and spin)	183.8	kJ/mol
orbital gap	0.28944	hartree
LUMO level	3.603	eV
highest occupied orbital energy	-4.27	eV


Formula: C34H67FN3NbO6PS
Source: the Open Molecules 2025 dataset
Level of theory: ωB97M-V with the def2-TZVPD basis set

Positions of all 114 atoms, in Å:
C 0.591 -3.457 0.474
C 0.982 -2.603 1.849
O 2.279 -2.643 2.206
O -0.020 -1.885 2.671
C -0.560 -0.709 1.918
C 0.182 0.700 2.417
C 1.707 0.853 1.756
C 1.693 1.158 0.145
C 2.941 0.414 -0.683
C 3.624 1.574 -1.611
Nb 4.530 0.877 -3.574
C 4.364 -1.335 -3.079
N 4.803 -2.104 -4.342
C 4.896 3.068 -4.176
C 4.632 3.342 -5.788
F 5.643 4.214 -6.429
C 2.504 0.940 -4.665
C 1.241 0.499 -3.717
C -0.024 0.171 -4.760
C -0.071 -1.471 -4.939
C -0.621 -2.278 -3.617
C -2.097 -1.754 -3.075
C -3.198 -2.261 -4.184
C -3.425 -1.033 -5.280
C -5.081 -0.925 -5.463
C -5.567 0.162 -4.306
C -5.271 1.677 -4.876
C -5.934 2.745 -3.823
N -4.972 3.338 -2.817
C -4.726 2.607 -1.483
C -3.682 3.632 -0.721
C -3.365 4.937 -1.679
C -4.257 4.682 -3.064
N 6.552 0.864 -2.782
C 6.553 0.526 -1.451
S 6.554 -0.144 0.128
H -0.432 -4.037 0.582
H 0.476 -2.712 -0.422
H 1.425 -4.283 0.300
H -0.481 -0.868 0.755
H -1.705 -0.671 2.177
H -0.545 1.572 2.083
H 0.207 0.759 3.608
H 2.160 1.824 2.275
H 2.412 -0.043 2.022
H 0.658 0.739 -0.277
H 1.681 2.320 0.009
H 2.439 -0.469 -1.261
H 3.659 -0.016 0.145
H 2.769 2.353 -1.879
H 4.371 2.176 -0.903
H 5.266 0.412 -5.187
H 5.069 -1.713 -2.204
H 3.291 -1.727 -2.825
H 4.190 -1.682 -5.101
H 5.767 -1.765 -4.582
H 4.317 3.834 -3.489
H 6.051 3.286 -3.999
H 3.572 3.887 -5.853
H 4.565 2.293 -6.350
H 2.279 2.054 -5.022
H 2.536 0.300 -5.670
H 1.516 -0.530 -3.233
H 0.962 1.317 -2.921
H 0.214 0.701 -5.796
H -1.011 0.641 -4.342
H -0.776 -1.722 -5.865
H 1.012 -1.887 -5.158
H 0.159 -2.176 -2.751
H -0.684 -3.425 -3.884
H -2.283 -2.260 -2.010
H -2.084 -0.598 -2.885
H -4.200 -2.640 -3.705
H -2.775 -3.171 -4.819
H -3.040 -0.040 -4.771
H -2.859 -1.195 -6.292
H -5.296 -0.576 -6.558
H -5.601 -1.986 -5.298
H -4.923 -0.017 -3.339
H -6.705 0.038 -4.016
H -4.157 1.886 -5.164
H -5.892 1.770 -5.891
H -6.789 2.152 -3.240
H -6.442 3.608 -4.457
H -5.182 1.580 -1.116
H -3.244 3.485 0.359
H -2.690 5.866 -1.436
H -4.322 5.385 -4.015
O 0.034 0.605 7.980
P 0.193 -0.889 8.352
O -0.902 -1.428 7.232
C -0.481 -1.539 5.887
C 0.404 -2.753 5.690
O -0.872 -0.823 9.635
C -0.993 0.374 10.392
C -2.184 1.185 9.917
O 0.371 -2.559 8.769
C 1.469 -2.861 9.617
C 1.253 -2.373 11.036
H 0.037 -0.624 5.575
H -1.379 -1.640 5.273
H 1.355 -2.632 6.219
H 0.619 -2.911 4.630
H -0.075 -3.653 6.092
H -0.066 0.956 10.355
H -1.143 0.090 11.440
H -2.177 1.338 8.834
H -2.204 2.167 10.405
H -3.118 0.665 10.152
H 2.384 -2.438 9.192
H 1.577 -3.951 9.624
H 1.321 -1.281 11.084
H 2.011 -2.783 11.709
H 0.260 -2.655 11.404

Atoms 1-3, force components in eV/Å:
-0.6 -0.1 0.7
5.8 -0.5 1.3
-8.5 0.4 -1.7

Output
net charge	-1
energy relative to the best compared isomer or geometry (same formula, charge and spin)	1544.1	kJ/mol
orbital gap	0.13855	hartree
LUMO level	-0.612	eV
highest occupied orbital energy	-4.38	eV


Formula: C3HO3S
Source: the Open Molecules 2025 dataset
Level of theory: ωB97M-V with the def2-TZVPD basis set

Positions of all 8 atoms, in Å:
C -0.278 -0.048 1.202
C 0.497 0.569 -1.425
C -0.058 -0.347 -0.059
O 1.300 1.382 -1.006
O -0.441 0.475 2.248
O 0.053 0.154 -2.469
S 0.914 -1.472 0.818
H -1.987 -0.711 0.689

Atoms 1-3, force components in eV/Å:
-1.0 1.2 3.3
-0.3 -0.8 0.5
0.1 0.4 -2.4

Output
net charge	-1
energy relative to the best compared isomer or geometry (same formula, charge and spin)	415.8	kJ/mol
orbital gap (spin up / spin down)	0.27319 / 0.26551	hartree
LUMO level (spin up / spin down)	2.742 / 2.931	eV
highest occupied orbital energy (spin up / spin down)	-4.69 / -4.29	eV


no.,energy (eV)
1,-34398.683
2,-6758.952
3,-175123.852
4,-11911.389
5,-77469.486
6,-20101.859